Entry 1:
The following is a quantum chemistry calculation of a structure of composition C4H5N, from the Open Molecules 2025 dataset.

XYZ file:
```
10
Properties=species:S:1:pos:R:3:forces:R:3
N -1.200 -0.593 1.850 0.1 0.6 -0.4
C -0.986 0.333 1.115 0.0 -0.7 0.4
C 0.073 0.723 0.263 0.0 0.1 0.2
C 0.458 0.394 -1.190 0.0 0.1 -0.2
C 0.228 -0.721 -0.231 0.1 -0.1 -0.3
H 0.875 1.166 0.847 -0.1 -0.1 -0.1
H 1.459 0.771 -1.389 -0.2 -0.1 0.0
H -0.248 0.559 -2.001 0.1 0.0 0.1
H -0.190 -1.240 1.244 -0.2 0.1 0.1
H -0.733 -1.147 -0.524 0.1 0.1 0.1
```
Forces are in eV/Å.

Results
E = -5712.221 eV
HOMO-LUMO gap (spin up / spin down) = 8.874 / 8.873 eV
Total charge = 0
HOMO energy (spin up / spin down) = -9.08 / -9.08 eV
Molar mass = 67.09 g mol⁻¹
Maximum force = 0.79 eV/Å
Multiplicity = 1

These are the Löwdin partial charges, in e, on atoms 1 to 2: atom 1 (N): 0.092, atom 2 (C): -0.186

***

Entry 2:
The following is a quantum chemistry calculation of the molecule C6H10O, from the Open Molecules 2025 dataset.

XYZ file:
```
17
Properties=species:S:1:pos:R:3:forces:R:3
C 0.362 1.555 -0.299 0.1 -0.1 0.0
C 1.471 0.893 0.031 -0.2 0.1 0.0
C 1.540 -0.558 0.457 0.1 0.1 0.2
O 0.889 -1.430 -0.437 0.1 0.0 -0.1
C -0.526 -1.485 -0.385 -0.4 -0.1 0.0
C -1.243 -0.350 0.337 0.0 0.0 0.1
C -1.052 1.035 -0.282 0.0 0.0 0.0
H 0.465 2.585 -0.639 0.0 -0.1 0.1
H 2.425 1.410 -0.051 -0.1 0.0 0.1
H 1.169 -0.686 1.486 0.1 0.0 -0.1
H 2.583 -0.884 0.466 -0.1 0.1 0.0
H -0.823 -2.438 0.079 0.1 0.1 0.0
H -0.865 -1.511 -1.428 0.0 0.0 0.1
H -0.962 -0.328 1.396 0.0 0.0 -0.1
H -2.312 -0.599 0.314 0.1 0.0 0.0
H -1.445 1.034 -1.310 0.1 0.0 0.1
H -1.676 1.757 0.264 0.1 -0.1 -0.1
```
Forces are in eV/Å.

Results
E = -8430.505 eV
HOMO-LUMO gap = 10.319 eV
Total charge = 0
HOMO energy = -9.25 eV
Molar mass = 98.14 g mol⁻¹
SMILES = C1=CCOCCC1
Maximum force = 0.39 eV/Å
Multiplicity = 1

These are the Löwdin partial charges, in e, on atoms 1 to 2: atom 1 (C): -0.106, atom 2 (C): -0.067

***

Entry 3:
The following is a quantum chemistry calculation of the molecule C10H13P at a distorted geometry, from the Open Molecules 2025 dataset.

XYZ file:
```
24
Properties=species:S:1:pos:R:3:forces:R:3
C 2.572 -2.376 1.824 -0.3 -0.1 0.0
C 1.392 -1.702 1.119 0.2 -0.3 0.4
C 0.557 -0.886 2.110 -0.1 0.0 -0.1
C 1.934 -0.826 0.049 -1.6 0.2 -1.1
P 1.073 -0.165 -1.213 0.6 0.7 -0.7
C -0.477 0.488 -2.197 1.0 -0.7 1.6
C -1.763 0.037 -1.959 -0.1 0.0 -0.1
C -2.830 0.718 -2.525 -0.1 -0.1 0.0
C -2.609 1.848 -3.296 -0.1 0.0 0.0
C -1.316 2.292 -3.528 -0.1 0.1 -0.1
C -0.248 1.613 -2.974 0.3 -0.1 0.0
H 2.222 -2.988 2.653 0.0 -0.1 0.1
H 3.112 -3.011 1.127 0.1 0.0 0.0
H 3.259 -1.626 2.208 0.1 0.1 0.0
H 0.756 -2.490 0.695 0.0 0.1 0.0
H 1.181 -0.136 2.593 0.0 0.1 0.0
H -0.253 -0.376 1.587 0.0 0.0 0.1
H 0.132 -1.531 2.877 0.0 0.0 0.1
H 2.007 0.603 -1.891 0.1 0.2 -0.2
H -1.931 -0.830 -1.334 0.0 0.0 0.0
H -3.839 0.377 -2.347 -0.1 0.0 0.0
H -3.446 2.394 -3.709 0.0 0.0 0.0
H -1.142 3.179 -4.119 0.0 0.0 -0.1
H 0.765 1.959 -3.133 0.0 0.1 0.0
```
Forces are in eV/Å.

Results
E = -19865.932 eV
HOMO-LUMO gap (spin up / spin down) = 8.338 / 8.338 eV
Total charge = 0
HOMO energy (spin up / spin down) = -8.16 / -8.16 eV
Molar mass = 164.19 g mol⁻¹
SMILES = CC(C)C#[PH]c1ccccc1
Maximum force = 2.00 eV/Å
Multiplicity = 1

These are the Löwdin partial charges, in e, on atoms 1 to 2: atom 1 (C): -0.111, atom 2 (C): -0.586

***

Entry 4:
The following is a quantum chemistry calculation of a structure of composition C45H50Cl5N3O2P3Pd at a distorted geometry, from the Open Molecules 2025 dataset.

XYZ file:
```
109
Properties=species:S:1:pos:R:3:forces:R:3
Pd 0.274 1.138 -0.205 -1.2 0.4 0.8
Cl 6.073 5.393 0.146 0.0 0.0 0.0
C 4.521 4.737 -0.193 0.0 -0.1 0.0
C 4.300 3.368 -0.107 0.0 0.1 0.0
Cl 5.568 2.305 0.369 0.0 0.0 0.0
C 3.045 2.855 -0.397 -0.1 0.1 -0.1
Cl 2.774 1.135 -0.273 0.0 0.0 0.1
C 1.945 3.652 -0.786 0.3 0.2 0.2
O 0.781 3.187 -1.017 -0.4 -0.2 -0.5
C 2.207 5.049 -0.834 0.1 -0.1 0.0
Cl 0.884 6.073 -1.243 -0.1 0.0 0.0
C 3.456 5.573 -0.557 0.0 0.0 0.0
Cl 3.707 7.270 -0.638 0.0 0.0 0.0
C -2.559 -0.340 1.891 0.0 0.0 0.1
C -2.478 -0.578 0.377 -0.2 0.1 0.0
P -2.001 0.917 -0.541 1.0 -0.8 -0.3
C -1.858 0.434 -2.282 -0.1 0.1 0.0
C -0.856 1.001 -3.063 0.1 0.2 0.0
C -0.761 0.673 -4.408 0.0 0.0 0.0
C -1.657 -0.221 -4.971 0.0 0.0 0.0
C -2.669 -0.776 -4.196 0.0 0.0 0.0
C -2.777 -0.441 -2.858 0.1 0.0 0.0
C -3.371 2.083 -0.534 0.3 0.2 0.3
C -3.176 3.308 -1.169 0.0 0.0 -0.1
C -4.226 4.201 -1.273 0.0 0.0 0.0
C -5.466 3.879 -0.735 0.0 0.0 0.0
C -5.655 2.669 -0.090 0.0 0.0 0.0
C -4.606 1.768 0.022 0.0 0.0 0.0
C -1.191 -0.264 2.568 0.1 0.1 0.1
P -0.250 1.183 1.982 -0.1 0.0 -0.5
C -1.230 2.640 2.402 0.1 -0.1 0.2
C -1.328 3.696 1.505 0.1 0.0 -0.1
C -2.001 4.851 1.874 0.0 0.1 0.0
C -2.579 4.950 3.128 0.0 0.0 -0.1
C -2.479 3.898 4.030 0.0 0.0 0.0
C -1.794 2.751 3.676 0.0 0.0 -0.1
C 1.263 1.321 2.942 0.1 -0.1 -0.1
C 2.011 2.488 2.778 -0.1 0.0 0.0
C 3.218 2.629 3.434 0.0 0.0 0.0
C 3.684 1.609 4.253 0.0 0.0 0.0
C 2.946 0.447 4.415 0.0 0.0 0.0
C 1.737 0.295 3.753 -0.1 0.1 0.0
H -3.138 -1.151 2.343 0.1 0.0 0.0
H -3.102 0.584 2.113 -0.1 -0.1 0.0
H -3.419 -0.989 0.006 0.0 0.1 0.0
H -1.675 -1.280 0.128 -0.1 0.0 0.0
H -0.165 1.735 -2.643 -0.1 -0.1 -0.1
H 0.014 1.122 -5.013 0.0 0.0 0.0
H -1.581 -0.476 -6.019 0.0 0.0 -0.1
H -3.380 -1.458 -4.639 0.0 0.0 0.0
H -3.586 -0.855 -2.270 0.0 0.0 0.0
H -2.205 3.559 -1.583 0.0 0.0 0.0
H -4.080 5.146 -1.775 0.0 0.1 0.0
H -6.285 4.579 -0.814 0.0 0.0 0.0
H -6.620 2.421 0.329 0.0 0.0 0.0
H -4.766 0.833 0.537 0.0 -0.1 0.0
H -0.603 -1.162 2.360 0.0 0.0 0.0
H -1.306 -0.179 3.653 0.0 -0.1 -0.1
H -0.852 3.632 0.528 0.0 0.0 0.1
H -2.061 5.676 1.177 0.0 0.0 0.0
H -3.100 5.852 3.414 -0.1 0.1 0.0
H -2.925 3.978 5.011 0.0 0.0 0.0
H -1.699 1.948 4.395 0.0 0.0 0.0
H 1.649 3.281 2.132 0.0 0.0 0.0
H 3.797 3.533 3.305 0.0 0.0 0.0
H 4.626 1.724 4.769 0.1 0.0 0.0
H 3.313 -0.345 5.053 0.0 0.0 0.0
H 1.171 -0.618 3.879 0.0 -0.1 0.0
O 0.535 -1.255 -0.706 0.0 -0.1 0.1
P 1.012 -2.669 -0.754 0.1 -0.1 -0.2
N 2.020 -2.995 0.505 -0.2 0.0 0.0
C 2.714 -4.265 0.670 0.1 -0.1 0.0
C 3.097 -4.218 2.143 0.0 -0.1 0.0
C 3.449 -2.739 2.375 0.0 0.0 0.0
C 2.806 -1.978 1.198 0.0 0.2 0.0
N 1.701 -2.927 -2.230 -0.2 0.0 0.2
C 1.726 -1.883 -3.267 0.0 0.2 0.0
C 2.021 -2.642 -4.565 0.0 0.1 0.0
C 1.575 -4.068 -4.270 0.0 -0.1 0.0
C 1.995 -4.233 -2.815 0.1 -0.1 0.0
N -0.138 -3.850 -0.594 0.2 0.2 0.1
C -1.196 -3.901 -1.611 0.0 0.0 -0.3
C -2.359 -4.623 -0.931 -0.1 0.0 0.0
C -2.157 -4.331 0.553 0.0 -0.1 0.0
C -0.639 -4.325 0.701 0.0 -0.1 0.2
H 3.611 -4.301 0.038 0.0 0.0 0.0
H 2.072 -5.102 0.404 0.0 0.0 0.0
H 3.916 -4.891 2.387 0.0 0.0 0.0
H 2.233 -4.503 2.744 0.0 0.0 0.0
H 4.527 -2.587 2.373 0.0 0.0 0.0
H 3.075 -2.385 3.335 0.0 0.0 0.0
H 3.587 -1.568 0.547 0.0 0.0 0.0
H 2.165 -1.151 1.514 0.1 -0.1 -0.1
H 2.494 -1.136 -3.054 0.0 0.0 0.0
H 0.763 -1.372 -3.302 0.0 0.0 0.0
H 3.092 -2.626 -4.775 0.0 0.0 0.0
H 1.507 -2.201 -5.418 0.0 0.0 0.0
H 2.029 -4.807 -4.928 0.0 0.0 0.0
H 0.490 -4.150 -4.357 0.0 0.0 0.0
H 3.068 -4.447 -2.757 0.0 -0.1 0.0
H 1.462 -5.021 -2.284 0.0 0.0 0.0
H -0.853 -4.437 -2.497 0.0 0.0 0.0
H -1.479 -2.888 -1.921 0.0 0.0 0.0
H -2.294 -5.695 -1.113 0.0 0.0 0.0
H -3.323 -4.282 -1.305 0.0 0.0 0.0
H -2.629 -5.073 1.196 0.0 0.0 0.0
H -2.567 -3.353 0.812 0.0 0.1 0.0
H -0.268 -5.337 0.901 0.0 0.0 0.0
H -0.290 -3.682 1.510 0.0 0.0 0.0
```
Forces are in eV/Å.

Results
E = -149999.572 eV
HOMO-LUMO gap = 5.888 eV
Total charge = +1
HOMO energy = -9.60 eV
Molar mass = 1041.52 g mol⁻¹
Maximum force = 1.50 eV/Å
Multiplicity = 1

These are the Löwdin partial charges, in e, on atoms 1 to 2: atom 1 (Pd): 0.485, atom 2 (Cl): 0.680